Arrangement 1

The following is a quantum chemistry calculation of a cluster of 2 separate species, C7H15NO3 in total, from the Open Molecules 2025 dataset.

```
26
Properties=species:S:1:pos:R:3
C 0.09 -1.78 -3.89
C -0.58 -1.55 -2.55
C -0.27 -2.62 -1.50
C 1.12 -2.32 -1.01
C 1.34 -1.41 0.12
O 1.55 -2.80 0.28
H -0.16 -1.00 -4.62
H -0.18 -2.75 -4.30
H 1.18 -1.74 -3.79
H -0.26 -0.60 -2.11
H -1.66 -1.46 -2.70
H -0.31 -3.64 -1.91
H -0.95 -2.59 -0.64
H 1.92 -2.40 -1.77
H 2.24 -0.73 0.09
H 0.48 -1.02 0.64
N -0.40 4.06 2.89
C -0.69 3.45 1.61
C -0.67 1.91 1.61
O -0.43 1.24 2.55
O -0.93 1.36 0.40
H -1.02 3.65 3.58
H 0.53 3.76 3.19
H -1.66 3.80 1.26
H 0.06 3.81 0.90
H -1.07 2.06 -0.25
```

Output
**Highest occupied orbital energy**: -9.9 eV
**E_LUMO**: 0.013 hartree
**Multiplicity**: 1
**Structure (SMILES)**: CCC[C@H]1CO1.NCC(=O)O
**Orbital gap**: 10.26 eV

Let us look at the Löwdin charges, expressed in e, one per atom:
1 C -0.110
2 C -0.266
3 C -0.163
4 C -0.314
5 C -0.144
6 O -0.042
7 H 0.071
8 H 0.075
9 H 0.065
10 H 0.101
11 H 0.106
12 H 0.122
13 H 0.122
14 H 0.143
15 H 0.130
16 H 0.099
17 N 0.005
18 C -0.206
19 C -0.528
20 O 0.127
21 O 0.097
22 H 0.074
23 H 0.080
24 H 0.119
25 H 0.126
26 H 0.111

Arrangement 2

The following is a quantum chemistry calculation of an isolated molecule of C7H15NO3, from the Open Molecules 2025 dataset.

```
26
Properties=species:S:1:pos:R:3
C 1.54 -1.91 -0.94
C 0.35 -0.98 -1.15
N -0.74 -1.43 -0.34
C -0.92 -0.89 0.99
C -0.67 0.59 1.27
C -1.90 1.34 0.98
O -2.37 1.15 -0.36
C 0.66 0.99 0.51
O 1.72 0.56 1.26
C 0.77 0.55 -0.91
O 2.14 0.82 -1.31
H 2.48 -1.28 -1.21
H 1.46 -2.81 -1.53
H 1.78 -2.12 0.10
H -0.02 -1.09 -2.18
H -1.66 -1.18 -0.77
H -2.00 -1.07 1.13
H -0.41 -1.56 1.67
H -0.45 0.69 2.37
H -2.56 1.38 1.84
H -1.67 2.46 0.98
H -2.79 0.24 -0.37
H 0.76 2.00 0.35
H 2.39 0.65 0.60
H 0.03 1.12 -1.47
H 2.11 1.77 -1.48
```

Output
**Highest occupied orbital energy**: -8.7 eV
**E_LUMO**: 0.020 hartree
**Multiplicity**: 1
**Structure (SMILES)**: C[C@H]1NC[C@H](CO)[C@@H](O)[C@H]1O
**Orbital gap**: 9.26 eV

Let us look at the Löwdin charges, expressed in e, one per atom:
1 C -0.047
2 C -0.318
3 N -0.031
4 C -0.182
5 C -0.213
6 C -0.253
7 O -0.064
8 C -0.354
9 O 0.037
10 C -0.241
11 O -0.038
12 H 0.101
13 H 0.069
14 H 0.074
15 H 0.146
16 H 0.104
17 H 0.127
18 H 0.114
19 H 0.169
20 H 0.118
21 H 0.140
22 H 0.102
23 H 0.121
24 H 0.073
25 H 0.143
26 H 0.106

Decreasing stability: arrangement 1, arrangement 2

Arrangement 1

The following is a quantum chemistry calculation of a cluster of 2 separate species, CH5O2 in total, from the Open Molecules 2025 dataset.

```
8
Properties=species:S:1:pos:R:3
C -1.30 -0.99 0.03
O -0.48 0.07 -0.63
H -2.31 -0.57 0.48
H -0.74 -1.43 1.00
H -1.80 -1.83 -0.53
H 1.41 1.65 -0.06
H 0.97 0.31 0.23
O 1.77 0.90 0.47
```

Output
**Highest occupied orbital energy**: -2.8 eV
**Total charge**: -1
**E_LUMO**: 0.180 hartree
**Multiplicity**: 1
**Orbital gap**: 7.71 eV

Let us look at the Löwdin charges, expressed in e, one per atom:
1 C -0.375
2 O -0.502
3 H 0.026
4 H 0.056
5 H 0.008
6 H 0.004
7 H -0.017
8 O -0.200

Arrangement 2

The following is a quantum chemistry calculation of a structure of composition CH5O2, from the Open Molecules 2025 dataset.

```
8
Properties=species:S:1:pos:R:3
C -0.39 1.35 0.00
O -0.75 0.05 0.48
H -1.27 1.64 -0.75
H -0.33 2.19 0.81
H 0.57 1.36 -0.65
H 1.63 -0.92 -0.67
H 0.07 -0.80 0.10
O 0.95 -1.50 -0.33
```

Output
**Highest occupied orbital energy**: -3.4 eV
**Total charge**: -1
**E_LUMO**: 0.176 hartree
**Multiplicity**: 1
**Orbital gap**: 8.15 eV

Let us look at the Löwdin charges, expressed in e, one per atom:
1 C -0.321
2 O -0.372
3 H 0.059
4 H 0.047
5 H 0.052
6 H -0.092
7 H -0.045
8 O -0.328

Arrangement 3

The following is a quantum chemistry calculation of a cluster of 2 separate species, CH5O2 in total, from the Open Molecules 2025 dataset.

```
8
Properties=species:S:1:pos:R:3
C -0.88 0.32 1.07
O -0.74 0.25 -0.28
H 0.10 -0.04 1.50
H -1.59 -0.39 1.53
H -1.05 1.32 1.54
H 1.28 -1.06 -1.55
H 0.27 -0.10 -0.62
O 1.54 -0.46 -0.85
```

Output
**Highest occupied orbital energy**: -3.4 eV
**Total charge**: -1
**E_LUMO**: 0.175 hartree
**Multiplicity**: 1
**Orbital gap**: 8.18 eV

Let us look at the Löwdin charges, expressed in e, one per atom:
1 C -0.327
2 O -0.265
3 H 0.068
4 H 0.038
5 H 0.049
6 H -0.108
7 H -0.032
8 O -0.423

Decreasing stability: arrangement 3, arrangement 2, arrangement 1